No. 1
{
  "formula": "C26H54Cl8N2O2",
  "method": "ωB97M-V/def2-TZVPD",
  "fmax_ev_per_a": 2.8,
  "charge": 0,
  "homo_energy_ev": -8.6,
  "smiles": "CC1(C)CCCC(C)(C)N1O.CC1(C)CCCC(C)(C)N1O.ClCCCl.ClCCCl.ClCCCl.ClCCCl",
  "gap_ev": 9.0,
  "elements": ["C", "C", "C", "C", "C", "C", "C", "C", "C", "N", "O", "H", "H", "H", "H", "H", "H", "H", "H", "H", "H", "H", "H", "H", "H", "H", "H", "H", "H", "H", "C", "C", "C", "C", "C", "C", "C", "C", "C", "N", "O", "H", "H", "H", "H", "H", "H", "H", "H", "H", "H", "H", "H", "H", "H", "H", "H", "H", "H", "H", "Cl", "C", "C", "Cl", "H", "H", "H", "H", "Cl", "C", "C", "Cl", "H", "H", "H", "H", "Cl", "C", "C", "Cl", "H", "H", "H", "H", "Cl", "C", "C", "Cl", "H", "H", "H", "H"],
  "xyz": [[-13.701, 3.970, 23.052], [-14.057, 4.967, 21.974], [-13.206, 4.640, 20.688], [-15.515, 4.942, 21.538], [-16.464, 5.571, 22.569], [-16.037, 6.977, 22.827], [-14.611, 7.101, 23.352], [-14.233, 8.554, 23.263], [-14.557, 6.695, 24.814], [-13.733, 6.351, 22.401], [-12.373, 6.588, 22.705], [-13.740, 2.968, 22.635], [-12.695, 4.157, 23.364], [-14.241, 3.873, 23.987], [-13.474, 5.357, 19.905], [-12.131, 4.735, 20.931], [-13.448, 3.690, 20.214], [-15.581, 5.542, 20.626], [-15.831, 3.941, 21.355], [-17.514, 5.501, 22.210], [-16.480, 4.915, 23.506], [-16.707, 7.472, 23.532], [-16.042, 7.558, 21.920], [-14.230, 8.931, 22.234], [-13.244, 8.855, 23.498], [-14.811, 9.183, 23.898], [-13.579, 6.595, 25.216], [-15.091, 5.779, 24.956], [-15.066, 7.413, 25.434], [-12.046, 6.040, 23.459], [-9.269, 1.480, 15.390], [-8.820, 2.522, 16.392], [-7.805, 1.825, 17.324], [-8.016, 3.643, 15.677], [-8.889, 4.666, 14.941], [-9.863, 5.199, 15.941], [-10.710, 4.114, 16.682], [-11.549, 4.875, 17.761], [-11.724, 3.522, 15.706], [-9.804, 3.183, 17.321], [-10.576, 2.118, 17.901], [-8.360, 1.044, 14.968], [-9.920, 0.719, 15.868], [-9.867, 1.942, 14.552], [-8.227, 0.954, 17.808], [-6.869, 1.498, 16.858], [-7.601, 2.542, 18.125], [-7.593, 4.306, 16.420], [-7.183, 3.186, 15.077], [-8.161, 5.366, 14.491], [-9.442, 4.165, 14.164], [-10.513, 5.913, 15.397], [-9.502, 5.805, 16.739], [-12.219, 4.231, 18.286], [-12.148, 5.665, 17.280], [-10.843, 5.395, 18.389], [-11.308, 3.191, 14.724], [-12.400, 4.375, 15.576], [-12.281, 2.705, 16.148], [-10.319, 2.031, 18.812], [-4.978, 5.055, 17.637], [-4.230, 6.001, 19.016], [-5.310, 7.033, 19.239], [-4.769, 8.034, 20.725], [-3.353, 6.542, 18.657], [-3.984, 5.312, 19.812], [-6.263, 6.796, 19.641], [-5.438, 7.796, 18.469], [-3.978, 6.530, 25.248], [-5.401, 6.509, 24.212], [-5.382, 5.332, 23.241], [-5.411, 3.771, 24.130], [-5.433, 7.368, 23.547], [-6.332, 6.475, 24.781], [-4.482, 5.366, 22.650], [-6.245, 5.337, 22.546], [-7.543, -0.877, 21.344], [-6.609, 0.385, 20.517], [-5.859, 1.343, 21.436], [-5.250, 2.690, 20.395], [-7.304, 1.022, 19.941], [-5.953, -0.166, 19.860], [-5.071, 0.788, 21.912], [-6.492, 1.807, 22.156], [-9.642, 2.206, 20.978], [-9.126, 3.834, 21.480], [-8.446, 4.550, 20.284], [-8.224, 6.226, 20.805], [-8.515, 3.678, 22.419], [-9.991, 4.382, 21.822], [-9.157, 4.480, 19.474], [-7.500, 4.165, 19.889]],
  "mulliken_charge": [-1.6622, 1.9651, -2.0669, -1.4892, -0.4865, -1.3059, 1.7983, -2.1308, -1.7875, 0.0864, -0.3641, 0.4499, 0.3576, 0.2640, 0.5629, 0.1036, 0.5987, 0.3495, 0.5292, 0.3696, 0.2576, 0.4087, 0.4014, 0.4246, 0.4319, 0.4263, 0.3416, 0.3868, 0.4607, 0.2932, -1.5821, 1.5907, -1.6973, -0.8954, -0.8147, -1.4980, 1.5856, -2.4771, -1.7230, 1.0597, -0.5767, 0.4575, 0.3388, 0.2690, 0.5576, 0.4256, -0.1054, -0.0615, 0.5476, 0.4675, 0.3503, 0.3438, 0.5830, 0.6639, 0.5177, 0.3675, 0.3156, 0.4973, 0.3267, 0.1433, -0.1644, -0.2668, 0.2343, -0.2389, 0.3817, 0.1719, -0.4651, 0.4258, -0.1823, -0.3521, 0.3189, -0.1963, 0.2467, 0.3371, 0.2456, -0.3983, -0.2007, 0.3673, -0.4823, -0.1000, -0.5797, 0.4072, 0.4450, 0.1521, -0.2168, -0.0224, 1.5807, -0.3299, 0.2698, 0.0004, -1.1284, -0.2126]
}

=====

No. 2
{
  "formula": "C26H54InO5",
  "method": "ωB97M-V/def2-TZVPD",
  "fmax_ev_per_a": 2.9,
  "charge": -1,
  "homo_energy_ev": -4.1,
  "gap_ev": 6.2,
  "elements": ["C", "C", "C", "C", "C", "C", "C", "C", "C", "C", "In", "O", "H", "H", "H", "H", "H", "H", "H", "H", "H", "H", "H", "H", "H", "H", "H", "H", "H", "H", "H", "H", "H", "H", "C", "C", "C", "O", "C", "H", "H", "H", "H", "H", "H", "H", "H", "C", "C", "C", "O", "C", "H", "H", "H", "H", "H", "H", "H", "H", "C", "C", "C", "O", "C", "H", "H", "H", "H", "H", "H", "H", "H", "C", "C", "C", "O", "C", "H", "H", "H", "H", "H", "H", "H", "H"],
  "xyz": [[-0.497, 4.423, 4.109], [-1.384, 4.312, 2.926], [-2.632, 5.116, 2.907], [-1.093, 3.430, 1.895], [-1.546, 2.011, 2.129], [-0.518, 0.935, 1.787], [-1.143, -0.330, 1.189], [-0.180, -1.470, 1.410], [-1.506, -0.066, -0.291], [-1.403, -1.249, -1.270], [0.060, -0.844, -2.911], [0.292, 1.224, -3.128], [0.052, 5.353, 4.058], [0.164, 3.574, 4.059], [-1.061, 4.389, 5.040], [-3.382, 4.389, 2.648], [-2.524, 5.841, 2.104], [-2.870, 5.577, 3.850], [-0.613, 3.719, 0.974], [-1.807, 1.899, 3.179], [-2.447, 1.831, 1.553], [0.197, 1.341, 1.090], [0.037, 0.670, 2.681], [-2.043, -0.491, 1.772], [0.808, -1.255, 1.030], [-0.075, -1.627, 2.476], [-0.540, -2.401, 1.009], [-2.527, 0.293, -0.314], [-0.914, 0.774, -0.630], [-2.353, -1.363, -1.767], [-1.200, -2.186, -0.780], [-0.573, -1.401, -4.500], [1.643, -1.597, -2.624], [0.401, 1.650, -2.264], [4.413, -3.297, 3.901], [5.050, -2.100, 3.194], [3.902, -1.622, 2.311], [2.702, -1.936, 3.019], [2.985, -2.803, 4.109], [4.904, -3.572, 4.835], [4.420, -4.168, 3.243], [5.315, -1.331, 3.923], [5.943, -2.349, 2.623], [3.891, -2.145, 1.350], [3.926, -0.550, 2.117], [2.892, -2.240, 5.046], [2.251, -3.610, 4.118], [2.872, -4.691, -6.434], [4.077, -3.795, -6.139], [3.576, -3.031, -4.913], [2.708, -3.920, -4.221], [2.395, -5.042, -5.033], [3.105, -5.571, -7.034], [2.101, -4.121, -6.952], [4.953, -4.400, -5.890], [4.345, -3.133, -6.962], [3.006, -2.143, -5.202], [4.373, -2.718, -4.237], [2.914, -5.929, -4.642], [1.321, -5.220, -4.993], [-2.411, -5.680, -7.737], [-2.537, -4.222, -7.287], [-1.274, -4.044, -6.453], [-0.293, -4.913, -7.044], [-0.908, -5.799, -7.968], [-2.994, -5.921, -8.626], [-2.724, -6.348, -6.932], [-2.516, -3.558, -8.154], [-3.443, -4.013, -6.721], [-1.433, -4.347, -5.415], [-0.893, -3.025, -6.448], [-0.640, -5.494, -8.988], [-0.528, -6.809, -7.801], [-1.944, 8.228, 6.997], [-3.256, 8.438, 7.753], [-4.284, 8.130, 6.671], [-3.686, 7.154, 5.822], [-2.289, 7.042, 6.103], [-1.090, 8.031, 7.643], [-1.717, 9.105, 6.389], [-3.339, 7.718, 8.570], [-3.368, 9.438, 8.168], [-4.518, 9.021, 6.078], [-5.216, 7.727, 7.069], [-2.119, 6.092, 6.621], [-1.743, 7.018, 5.161]],
  "mulliken_charge": [-1.1434, 0.6733, -1.0203, -1.0146, -0.0801, -1.1624, 0.8318, -1.8995, -0.4328, -1.4021, 1.0454, -0.8527, 0.2843, 0.4188, 0.2749, 0.3671, 0.2898, 0.1525, 0.4178, 0.3230, 0.2896, 0.3547, 0.4162, 0.2798, 0.2336, 0.4848, 0.5140, 0.1854, 0.1844, 0.4190, 0.3595, -0.4829, -0.4521, 0.2266, -0.5525, -0.5554, -0.4498, -0.2855, -0.4997, 0.3296, 0.2791, 0.2642, 0.3282, 0.3014, 0.2787, 0.2969, 0.2714, -0.2631, -0.5773, -0.4298, -0.3515, -0.3156, 0.3970, 0.0586, 0.2753, 0.3372, 0.2395, 0.2788, 0.2516, 0.1034, -0.6041, -0.5354, -0.3139, -0.3002, -0.4900, 0.3474, 0.2603, 0.2770, 0.3301, 0.2417, 0.1619, 0.2704, 0.2883, -0.6041, -0.5567, -0.4908, -0.4097, -0.1148, 0.3586, 0.2891, 0.2550, 0.3573, 0.2669, 0.2723, 0.1396, 0.2096]
}